H12Li6O22S4 | ωB97M-V with the def2-TZVPD basis set

The geometry in XYZ format:
```
44
Properties=species:S:1:pos:R:3:forces:R:3
S 3.202 0.229 2.060 -2.37 -3.91 5.10
S 0.241 0.488 -0.846 -0.04 -2.10 3.41
S 1.891 -3.757 2.616 0.28 -0.60 -1.22
S -1.874 -2.215 1.396 0.07 -3.59 3.16
O 1.868 -0.372 2.286 -0.85 1.07 -0.63
O 3.841 0.195 3.397 0.97 1.05 -1.79
O 0.660 2.967 2.862 1.07 1.18 -0.23
O 0.880 -0.709 -0.352 0.66 -0.44 -0.39
O 0.617 -4.378 2.964 -0.32 -0.22 0.46
O 1.678 -2.916 1.408 1.18 -0.60 -0.95
O -0.763 -2.798 0.676 0.57 0.02 -2.96
O -3.975 0.357 -1.813 0.09 -0.29 -0.49
O 2.914 -4.788 2.402 0.29 -0.57 -0.72
O -1.558 1.676 2.087 -0.57 1.68 0.74
O 3.844 -0.664 1.086 1.58 -0.16 -2.44
O 3.018 1.576 1.549 0.24 3.35 -1.96
O 0.165 1.514 0.199 0.28 0.94 -1.45
O -1.280 -1.104 2.152 -0.27 2.72 0.04
O -3.017 -1.838 0.526 -0.67 1.52 -1.99
O -2.848 2.645 -0.619 -0.27 0.81 -0.38
O -1.100 0.131 -1.358 -0.67 0.29 -1.42
O 2.374 -2.910 3.675 0.12 0.99 1.82
O 1.403 0.129 -4.695 -0.41 -0.14 0.51
O -2.319 -3.219 2.354 -1.41 0.11 0.17
O 1.035 0.928 -1.995 1.21 1.63 -2.79
O -1.102 1.345 -4.237 -0.48 -0.35 -0.05
Li -0.250 -0.209 -3.326 0.20 0.82 0.52
Li 1.518 2.694 1.133 0.45 -1.32 0.82
Li 2.658 1.465 -2.707 -0.62 -0.29 0.47
Li 2.704 -1.630 -0.240 -0.43 0.03 2.18
Li 0.535 -1.497 1.541 0.00 0.16 0.45
Li -2.677 -0.997 -1.178 0.30 -0.25 1.77
H -0.152 2.469 2.770 -1.30 -1.09 0.12
H -1.986 2.447 -0.252 0.19 -0.23 0.37
H -2.990 1.966 -1.279 0.08 -0.31 0.11
H -3.982 0.440 -2.766 0.04 0.13 -0.38
H 1.855 0.605 -5.391 0.13 0.32 -0.57
H -4.884 0.510 -1.552 -0.23 -0.06 0.49
H -1.680 0.745 2.270 0.11 -1.43 0.13
H 0.423 3.712 3.415 0.08 0.09 0.10
H 2.019 -0.555 -4.433 0.55 -0.58 0.04
H -1.267 1.447 -5.175 -0.01 -0.07 -0.33
H -0.932 1.699 1.363 -0.02 -0.61 -0.30
H -0.709 2.176 -3.971 0.21 0.30 0.45
```
Positions in Å, forces in eV/Å.

HOMO-LUMO gap = 1.55 eV
ΔE to the lowest compared entry with this formula, charge and spin = 129.73 kJ/mol
Lowest unoccupied orbital energy = 1.259 eV
Total charge = -2

Atom charges from the natural (NBO) analysis, given in e for atoms 1 to 6: atom 1 (S): 2.62, atom 2 (S): 2.66, atom 3 (S): 2.57, atom 4 (S): 2.60, atom 5 (O): -1.11, atom 6 (O): -1.03

=====

H12MgO6 | ωB97M-V with the def2-TZVPD basis set

The geometry in XYZ format:
```
19
Properties=species:S:1:pos:R:3:forces:R:3
Mg -22.310 6.916 11.653 -0.24 0.90 0.33
O -24.307 6.469 11.419 0.78 0.16 -0.47
O -22.601 8.922 11.328 0.31 -0.75 0.19
O -22.782 7.041 13.557 0.08 -0.30 -0.12
O -22.156 6.886 9.638 -0.06 -0.07 0.25
O -22.010 4.925 11.466 -0.29 0.39 0.38
O -20.374 7.019 11.932 -0.10 0.01 -0.34
H -19.875 7.777 12.235 0.47 0.72 0.57
H -22.652 4.360 11.895 -0.76 -0.92 0.57
H -21.510 4.335 10.902 0.75 -0.69 -0.85
H -21.281 6.905 9.251 0.84 0.04 -0.52
H -22.251 9.271 10.508 0.14 0.46 -0.89
H -24.562 6.504 10.497 -0.62 -0.17 -0.98
H -22.693 9.687 11.895 -0.45 0.80 0.69
H -23.291 7.660 14.081 -0.30 0.62 0.44
H -22.774 6.237 14.076 0.25 -0.45 0.78
H -25.129 6.331 11.889 -0.97 -0.16 0.88
H -19.709 6.403 11.623 0.70 -0.54 -0.11
H -22.746 6.775 8.892 -0.54 -0.05 -0.79
```
Positions in Å, forces in eV/Å.

HOMO-LUMO gap (alpha / beta) = 14.32 / 4.56 eV
Lowest unoccupied orbital energy (alpha / beta) = -11.449 / -20.699 eV
Expectation value of S² = 0.76
2S+1 = 2
Total charge = +3

Atom charges from the natural (NBO) analysis, given in e for atoms 1 to 6: atom 1 (Mg): 1.79, atom 2 (O): -0.79, atom 3 (O): -0.88, atom 4 (O): -1.01, atom 5 (O): -0.95, atom 6 (O): -0.77

=====

H12NO4 | ωB97M-V with the def2-TZVPD basis set

The geometry in XYZ format:
```
17
Properties=species:S:1:pos:R:3:forces:R:3
O -2.910 -2.111 -0.751 0.36 -1.02 -0.27
O 2.238 1.076 -0.662 3.02 1.27 2.32
O 0.706 -0.875 -1.357 -0.38 0.93 0.88
O 1.111 1.704 2.334 0.00 0.05 0.11
N -1.197 0.525 0.442 -1.16 0.73 2.95
H 3.139 1.563 -0.546 -2.45 -1.29 -0.14
H -0.677 0.623 1.392 -1.71 -0.27 -1.28
H 0.576 -1.623 -1.916 0.07 -0.88 -0.51
H 1.861 1.964 2.871 0.12 1.30 0.34
H 2.090 1.135 -1.576 -0.46 0.15 -2.13
H 1.348 0.790 2.374 -0.19 -1.54 -0.45
H -1.476 1.549 0.226 0.53 -2.45 -0.25
H -2.537 -3.006 -0.631 0.02 0.63 0.44
H -0.462 0.089 -0.064 1.29 -0.02 -2.20
H -1.981 -0.235 0.399 1.16 1.91 0.40
H 1.600 -0.870 -0.990 0.01 -0.10 -0.22
H -3.428 -2.296 -1.546 -0.24 0.62 0.01
```
Positions in Å, forces in eV/Å.

HOMO-LUMO gap = 11.92 eV
ΔE to the lowest compared entry with this formula, charge and spin = 159.96 kJ/mol
Lowest unoccupied orbital energy = -3.250 eV
Total charge = +1

Atom charges from the natural (NBO) analysis, given in e for atoms 1 to 6: atom 1 (O): -0.97, atom 2 (O): -0.97, atom 3 (O): -0.99, atom 4 (O): -0.94, atom 5 (N): -0.93, atom 6 (H): 0.49

=====

H12NaO6 | ωB97M-V with the def2-TZVPD basis set

The geometry in XYZ format:
```
19
Properties=species:S:1:pos:R:3:forces:R:3
Na 0.074 0.345 -0.095 0.11 0.01 -0.48
O -0.639 -2.705 0.256 -0.06 0.23 -0.12
O 0.938 -0.695 1.778 0.34 -0.15 0.23
O -1.145 0.462 -2.257 -0.08 0.00 0.17
O 1.030 2.582 0.341 -0.09 0.07 0.08
O 2.175 -0.510 -1.288 -0.16 -0.11 -0.03
O -2.219 0.309 0.959 0.19 0.44 -0.04
H 3.034 -0.795 -0.951 -0.15 0.08 -0.10
H -3.112 0.304 0.586 0.21 -0.05 0.07
H 1.358 3.200 -0.329 -0.06 -0.18 0.15
H -1.880 -0.165 -2.313 0.18 0.15 -0.10
H -0.461 -2.023 0.915 -0.23 -0.20 0.23
H 1.528 -1.467 1.762 -0.18 0.29 -0.01
H 2.043 -1.007 -2.109 0.05 0.12 0.21
H -2.136 1.183 1.371 -0.23 -0.28 0.00
H -1.512 -3.056 0.476 0.21 0.06 0.00
H 1.105 3.057 1.180 0.02 -0.06 -0.22
H 1.183 -0.205 2.576 -0.11 -0.21 -0.14
H -1.364 1.185 -2.859 0.03 -0.19 0.09
```
Positions in Å, forces in eV/Å.

HOMO-LUMO gap = 11.36 eV
ΔE to the lowest compared entry with this formula, charge and spin = 22.90 kJ/mol
Lowest unoccupied orbital energy = -3.217 eV
Total charge = +1

Atom charges from the natural (NBO) analysis, given in e for atoms 1 to 6: atom 1 (Na): 0.94, atom 2 (O): -0.95, atom 3 (O): -0.99, atom 4 (O): -0.98, atom 5 (O): -0.98, atom 6 (O): -0.97

=====

H12NaO6 | ωB97M-V with the def2-TZVPD basis set

The geometry in XYZ format:
```
19
Properties=species:S:1:pos:R:3:forces:R:3
Na 9.641 2.367 25.260 -0.08 0.05 0.01
O 9.631 4.653 26.324 0.34 -0.03 0.07
O 8.015 0.376 25.212 -0.14 0.01 0.14
O 7.506 3.753 24.495 0.00 -0.31 -0.03
O 10.042 1.669 27.607 -0.16 0.00 0.00
O 10.619 0.692 23.618 -0.33 0.03 0.04
O 11.498 3.811 24.174 0.01 0.31 0.18
H 12.425 3.896 24.437 -0.16 -0.13 -0.17
H 7.164 0.176 24.796 0.17 0.07 0.09
H 10.186 2.353 28.274 -0.02 -0.12 -0.15
H 9.796 0.681 23.110 0.24 -0.13 -0.01
H 10.458 4.905 25.879 -0.32 0.01 0.08
H 7.938 0.012 26.104 -0.02 0.01 -0.19
H 9.547 5.231 27.092 0.05 -0.07 -0.16
H 6.772 3.461 23.939 0.10 0.14 0.14
H 11.399 4.381 23.398 0.03 -0.18 0.14
H 9.724 0.900 28.097 0.17 0.13 -0.03
H 10.799 -0.243 23.787 0.01 0.20 0.02
H 7.104 4.209 25.245 0.11 0.00 -0.17
```
Positions in Å, forces in eV/Å.

HOMO-LUMO gap = 11.97 eV
ΔE to the lowest compared entry with this formula, charge and spin = 15.39 kJ/mol
Lowest unoccupied orbital energy = -3.093 eV
Total charge = +1

Atom charges from the natural (NBO) analysis, given in e for atoms 1 to 6: atom 1 (Na): 0.95, atom 2 (O): -0.98, atom 3 (O): -0.97, atom 4 (O): -0.97, atom 5 (O): -0.97, atom 6 (O): -0.96

=====

H12O12SV | ωB97M-V with the def2-TZVPD basis set

The geometry in XYZ format:
```
26
Properties=species:S:1:pos:R:3:forces:R:3
V 0.485 -0.581 -0.135 -3.81 2.16 -2.12
S -1.028 2.300 1.179 0.11 1.64 1.16
O -0.049 3.031 2.002 -0.17 -0.65 0.01
O -0.025 0.798 -4.327 -0.11 0.11 -0.07
O 1.281 -2.540 0.111 0.55 -0.57 0.22
O -0.938 -1.101 -0.700 2.09 0.07 0.57
O 0.838 2.827 -2.128 -0.19 -0.01 0.03
O 1.326 -0.259 -1.467 -0.19 -0.66 1.34
O -1.899 1.404 1.961 -0.14 -0.46 0.87
O -0.651 -0.770 1.929 1.22 -1.05 0.48
O -1.807 3.203 0.367 -0.04 -0.15 -0.65
O -2.831 -3.421 0.597 0.26 -0.09 0.23
O 2.259 -0.046 1.191 0.13 0.04 0.77
O -0.218 1.348 0.319 1.99 -1.82 -1.80
H 1.713 3.087 -1.831 -0.01 -0.06 0.02
H 0.395 2.500 -1.322 -0.02 0.01 -0.05
H -2.228 -2.664 0.639 -0.12 0.17 -0.32
H -0.031 0.037 -3.736 0.06 0.11 0.15
H 2.112 0.589 1.910 -0.35 0.02 -0.26
H -1.037 0.147 2.060 -0.89 0.68 -0.11
H 1.864 -2.941 -0.544 -0.12 0.35 -0.17
H 3.201 -0.011 1.002 -0.14 0.00 -0.30
H 1.071 -3.239 0.739 -0.28 0.29 0.09
H -1.165 -1.341 2.503 0.06 -0.02 -0.10
H 0.031 1.559 -3.727 0.20 -0.17 0.03
H -2.668 -3.915 1.407 -0.08 0.06 -0.04
```
Positions in Å, forces in eV/Å.

HOMO-LUMO gap = 6.41 eV
ΔE to the lowest compared entry with this formula, charge and spin = 77.72 kJ/mol
Lowest unoccupied orbital energy = 1.446 eV
Total charge = -1

Atom charges from the Mulliken analysis, given in e for atoms 1 to 6: atom 1 (V): 1.05, atom 2 (S): 1.20, atom 3 (O): -0.74, atom 4 (O): -0.67, atom 5 (O): -0.35, atom 6 (O): -0.46

=====

H12O5S2 | ωB97M-V with the def2-TZVPD basis set

The geometry in XYZ format:
```
19
Properties=species:S:1:pos:R:3:forces:R:3
S 1.284 -3.028 -0.165 -0.01 -0.01 -0.49
S -1.581 1.862 -0.961 -0.24 0.03 0.05
O 0.276 1.149 -3.375 0.78 -0.42 -0.29
O 0.354 1.358 1.687 0.06 0.15 -0.09
O 1.564 0.403 -0.789 0.00 0.09 -0.27
O -2.193 0.049 1.858 0.17 -0.58 0.72
O 0.871 -1.586 2.509 -0.12 0.05 0.12
H 0.099 -2.106 2.802 0.52 0.21 -0.57
H 1.285 0.477 -1.715 -0.04 0.51 -0.15
H 0.009 0.333 -3.816 -0.16 0.27 0.07
H -0.025 1.940 1.019 -0.14 0.17 0.19
H -2.293 0.499 1.034 -0.49 0.49 -0.95
H 1.188 -1.886 1.635 -0.45 -0.22 0.87
H -2.611 2.731 -1.057 0.12 -0.09 0.00
H -0.493 1.513 -2.932 -0.41 -0.05 0.03
H 1.520 -0.539 -0.652 0.04 -0.47 0.22
H 1.042 0.928 1.166 0.11 -0.15 0.11
H 0.961 -4.328 -0.267 -0.05 0.03 0.08
H -1.257 0.231 2.018 0.31 0.00 0.35
```
Positions in Å, forces in eV/Å.

HOMO-LUMO gap = 2.51 eV
ΔE to the lowest compared entry with this formula, charge and spin = 655.16 kJ/mol
Lowest unoccupied orbital energy = -6.585 eV

Atom charges from the natural (NBO) analysis, given in e for atoms 1 to 6: atom 1 (S): -0.12, atom 2 (S): -0.14, atom 3 (O): -0.97, atom 4 (O): -0.95, atom 5 (O): -0.96, atom 6 (O): -0.96

=====

H12O6 | ωB97M-V with the def2-TZVPD basis set

The geometry in XYZ format:
```
18
Properties=species:S:1:pos:R:3:forces:R:3
O -0.041 -0.026 0.084 0.38 -0.61 0.13
O 2.066 -2.414 -0.594 0.33 -0.25 0.04
O 2.632 0.491 0.779 0.91 0.06 0.21
O -1.659 2.440 0.830 0.45 -1.43 0.09
O 0.067 -1.912 -3.159 0.00 0.29 0.11
O -2.041 0.881 3.175 -0.01 -0.62 0.81
H 1.923 -3.195 -1.128 -0.08 -0.23 -0.03
H 1.517 -1.742 -1.000 -0.21 0.39 0.08
H -0.302 -0.346 -0.780 -0.17 -0.07 -0.36
H -2.938 1.182 3.321 -0.16 0.16 -0.06
H -2.498 2.880 0.690 -0.98 0.49 -0.27
H 2.637 1.379 0.422 -0.11 0.19 -0.05
H 0.892 -2.395 -3.217 0.32 -0.08 -0.08
H -1.008 3.138 0.761 0.66 0.80 -0.04
H -0.539 0.782 0.201 -0.55 0.75 0.14
H 1.718 0.213 0.718 -0.66 -0.17 -0.17
H -0.603 -2.552 -3.401 -0.29 -0.14 -0.02
H -1.823 1.196 2.297 0.18 0.48 -0.54
```
Positions in Å, forces in eV/Å.

HOMO-LUMO gap (alpha / beta) = 2.14 / 9.84 eV
ΔE to the lowest compared entry with this formula, charge and spin = 82.66 kJ/mol
Lowest unoccupied orbital energy (alpha / beta) = 2.564 / 2.458 eV
Expectation value of S² = 0.75
2S+1 = 2
Total charge = -1

Atom charges from the natural (NBO) analysis, given in e for atoms 1 to 6: atom 1 (O): -1.02, atom 2 (O): -0.93, atom 3 (O): -0.99, atom 4 (O): -1.49, atom 5 (O): -0.97, atom 6 (O): -0.99

=====

One value per record, in order, for E_tot: -89820.0899, -17892.9798, -9868.3969, -16893.0910, -16893.1688, -61291.4145, -32096.5860, -12479.2205 eV.